Below is a molecular structure, C5H7N, with properties calculated with wB97M-V/def2-TZVPD.

Properties
**E_HOMO (alpha / beta)**: -7.4829 / -7.4835 eV
**Gap between HOMO and LUMO (alpha / beta)**: 8.0 / 8.0 eV
**Maximum force**: 0.0787 hartree/bohr
**Relative energy (zero: lowest compared OMol25 entry of this formula, charge and spin)**: 134.6 kcal per mole

Positions of all 13 atoms, in Å:
C (-1.109, -0.271, 0.958)
C (-0.872, -1.268, -0.144)
C (-0.557, 1.304, -0.171)
C (0.011, -0.150, -0.238)
C (1.536, -0.162, 0.021)
N (-1.258, 1.023, 1.038)
H (-0.279, -2.242, 0.102)
H (-1.766, -1.420, -0.748)
H (0.055, 2.106, -0.078)
H (-1.295, 1.540, -1.005)
H (2.043, 0.512, -0.699)
H (1.780, -1.263, -0.027)
H (1.713, 0.291, 0.992)

These are the Mulliken partial charges, in e, on atoms 1 to 2: -0.152 -0.056

Below is a molecular structure, C36H32N4S3Y, with properties calculated with wB97M-V/def2-TZVPD.

Properties
**E_HOMO**: -4.2773 eV
**Gap between HOMO and LUMO**: 6.6 eV
**Maximum force**: 0.0112 hartree/bohr
**Relative energy (zero: lowest compared OMol25 entry of this formula, charge and spin)**: 0.3 kcal per mole
**Net charge**: -1

Positions of all 76 atoms, in Å:
Y (0.088, -0.596, -0.312)
C (0.391, 2.891, -3.199)
C (0.165, 2.947, -1.713)
C (-1.138, 2.909, -1.202)
C (-2.275, 3.065, -2.182)
C (-1.337, 2.854, 0.180)
C (-2.714, 2.771, 0.787)
C (-0.237, 2.936, 1.052)
C (-0.537, 2.907, 2.531)
C (1.056, 3.104, 0.541)
C (2.257, 3.365, 1.415)
C (1.253, 3.096, -0.850)
C (2.626, 3.329, -1.427)
H (0.435, 3.891, -3.641)
H (-0.402, 2.341, -3.702)
H (1.319, 2.369, -3.426)
H (-2.367, 2.226, -2.871)
H (-2.093, 3.947, -2.800)
H (-3.232, 3.199, -1.692)
H (-3.001, 3.716, 1.257)
H (-2.750, 2.005, 1.562)
H (-3.474, 2.500, 0.063)
H (-0.941, 1.935, 2.828)
H (-1.291, 3.650, 2.797)
H (0.335, 3.094, 3.149)
H (3.049, 2.636, 1.237)
H (2.034, 3.339, 2.475)
H (2.667, 4.354, 1.198)
H (3.142, 2.389, -1.637)
H (3.251, 3.911, -0.755)
H (2.566, 3.873, -2.369)
S (3.925, -1.572, 2.507)
C (3.320, -0.120, 3.171)
C (2.219, 0.319, 2.492)
C (1.804, -0.498, 1.392)
C (2.662, -1.573, 1.321)
C (2.510, -2.697, 0.394)
C (3.526, -3.615, 0.132)
C (3.290, -4.646, -0.755)
C (2.046, -4.760, -1.357)
C (1.094, -3.800, -1.067)
N (1.310, -2.797, -0.214)
H (3.803, 0.332, 4.021)
H (1.701, 1.218, 2.790)
H (4.497, -3.487, 0.589)
H (4.081, -5.347, -0.993)
H (1.828, -5.535, -2.076)
H (0.128, -3.796, -1.556)
S (2.307, -0.150, -2.036)
C (2.040, -1.360, -3.254)
C (3.222, -1.790, -3.956)
N (4.185, -2.138, -4.482)
C (0.845, -1.933, -3.571)
S (-0.686, -1.576, -2.805)
C (0.823, -2.963, -4.572)
N (0.767, -3.797, -5.365)
C (-0.692, -3.250, 3.783)
C (-2.060, -3.450, 3.801)
C (-2.844, -2.771, 2.893)
C (-2.249, -1.898, 1.977)
N (-0.916, -1.737, 1.938)
C (-0.171, -2.393, 2.831)
C (-3.039, -1.145, 0.970)
C (-4.432, -1.092, 1.068)
C (-5.176, -0.501, 0.061)
C (-4.522, 0.022, -1.047)
C (-3.136, 0.010, -1.089)
C (-2.331, -0.551, -0.087)
H (-0.031, -3.751, 4.475)
H (-2.513, -4.132, 4.509)
H (-3.912, -2.929, 2.870)
H (0.891, -2.212, 2.770)
H (-4.952, -1.510, 1.920)
H (-6.255, -0.462, 0.136)
H (-5.093, 0.455, -1.860)
H (-2.656, 0.428, -1.966)

These are the Mulliken partial charges, in e, on atoms 1 to 2: -0.393 -2.554

Below is a molecular structure, H18Na4O13S, with properties calculated with wB97M-V/def2-TZVPD.

Properties
**E_HOMO**: -15.1659 eV
**Gap between HOMO and LUMO**: 5.8 eV
**Maximum force**: 0.0868 hartree/bohr
**Relative energy (zero: lowest compared OMol25 entry of this formula, charge and spin)**: 91.6 kcal per mole
**Net charge**: +2

Positions of all 36 atoms, in Å:
Na (-1.093, 3.532, -1.251)
Na (-3.126, 2.055, 1.073)
Na (-2.435, 1.045, -3.066)
Na (0.645, 2.695, 1.968)
S (-0.595, 0.664, -0.079)
O (-0.479, -0.675, -0.625)
O (0.640, 1.382, -0.262)
O (-1.698, 1.351, -0.772)
O (-0.847, 0.674, 1.354)
O (1.908, -2.006, -0.170)
H (1.668, -2.022, 0.764)
H (1.181, -1.538, -0.597)
O (-2.010, -2.467, 2.574)
H (-2.455, -2.342, 1.714)
H (-1.362, -1.768, 2.627)
O (-2.342, -2.475, -0.115)
H (-1.609, -1.841, -0.350)
H (-3.122, -1.919, -0.003)
O (1.791, -0.138, -2.924)
H (1.625, 0.229, -2.053)
H (1.231, -0.936, -2.973)
O (-0.146, -1.980, -3.458)
H (-0.651, -1.735, -2.674)
H (-0.628, -2.728, -3.833)
O (3.305, 1.234, -0.139)
H (3.451, 0.285, -0.272)
H (2.355, 1.320, -0.002)
O (1.386, 3.380, -1.627)
H (1.194, 2.507, -1.270)
H (2.338, 3.378, -1.802)
O (-1.124, 1.214, 3.955)
H (-1.228, 0.989, 3.032)
H (-0.800, 0.398, 4.363)
O (0.944, -0.972, 2.331)
H (1.741, -0.489, 2.586)
H (0.346, -0.302, 1.975)

These are the Mulliken partial charges, in e, on atoms 1 to 2: 0.984 0.919

Below is a single C2H5NO2S2 molecule, with properties calculated with wB97M-V/def2-TZVPD.

Properties
**E_HOMO**: -9.4357 eV
**Gap between HOMO and LUMO**: 9.4 eV
**Maximum force**: 0.1099 hartree/bohr
**Structure (SMILES)**: [H]/N=C/S(=O)(=O)SC
**Relative energy (zero: lowest compared OMol25 entry of this formula, charge and spin)**: 68.1 kcal per mole

Positions of all 12 atoms, in Å:
C (-1.369, -1.389, 0.454)
C (1.453, 1.700, -0.101)
N (-0.711, -1.224, 1.496)
O (-1.269, 0.946, -0.895)
O (-0.452, -1.277, -2.036)
S (1.430, -0.146, -0.133)
S (-0.537, -0.459, -0.852)
H (-2.128, -2.295, 0.215)
H (2.342, 1.973, -0.743)
H (1.679, 1.963, 0.851)
H (0.486, 1.879, -0.603)
H (-0.924, -1.672, 2.349)

These are the Mulliken partial charges, in e, on atoms 1 to 2: 0.077 -0.672

Below is 3 unconnected molecules or ions with the total composition C4H15N3, with properties calculated with wB97M-V/def2-TZVPD.

Properties
**E_HOMO (alpha / beta)**: -9.0731 / -7.9053 eV
**Gap between HOMO and LUMO (alpha / beta)**: 9.8 / 7.4 eV
**Maximum force**: 0.0353 hartree/bohr
**Relative energy (zero: lowest compared OMol25 entry of this formula, charge and spin)**: 98.0 kcal per mole

Positions of all 22 atoms, in Å:
C (0.559, 1.255, 1.502)
C (0.217, -0.001, 2.310)
N (1.782, 1.008, 0.730)
N (-0.463, 1.654, 0.542)
H (0.679, 2.098, 2.200)
H (2.030, 1.844, 0.212)
H (2.557, 0.760, 1.334)
H (-0.756, 0.839, -0.002)
H (-1.278, 2.016, 1.024)
H (-0.676, 0.173, 2.913)
H (1.031, -0.280, 2.987)
H (0.018, -0.832, 1.631)
C (0.994, -1.488, -1.365)
C (-1.517, -0.793, -2.317)
N (-1.637, -0.898, -0.911)
H (-2.540, -0.492, -0.643)
H (-1.111, 0.156, -2.701)
H (-0.650, -1.476, -2.587)
H (1.148, -0.581, -0.795)
H (0.527, -2.332, -0.883)
H (1.529, -1.639, -2.294)
H (-2.441, -0.991, -2.886)

These are the Mulliken partial charges, in e, on atoms 1 to 2: 0.088 -1.112

Below is 2 unconnected molecules or ions with the total composition C3H5ClN2O2, with properties calculated with wB97M-V/def2-TZVPD.

Properties
**E_HOMO (alpha / beta)**: -7.8692 / -9.5668 eV
**Gap between HOMO and LUMO (alpha / beta)**: 8.5 / 8.6 eV
**Spin multiplicity**: 3
**Maximum force**: 0.0782 hartree/bohr
**Relative energy (zero: lowest compared OMol25 entry of this formula, charge and spin)**: 0.0 kcal per mole

Positions of all 13 atoms, in Å:
C (-1.975, -0.468, -0.803)
C (-1.257, 0.489, -0.166)
C (0.285, -0.939, 1.236)
N (-1.318, -1.249, -1.817)
N (0.242, -0.142, 2.325)
O (-1.901, -2.201, -2.315)
O (0.820, -0.711, 0.138)
Cl (-1.994, 1.615, 0.897)
H (-2.958, -0.728, -0.704)
H (-0.333, 0.880, -0.653)
H (-0.281, -1.883, 1.292)
H (0.566, 0.762, 1.999)
H (-0.044, -0.243, 3.306)

These are the Mulliken partial charges, in e, on atoms 1 to 2: -0.355 -0.287